Entry i
Density functional theory data (ωB97M-V with the def2-TZVPD basis set) for a cluster of 2 separate species, C3H5O3 in total.

## Properties
Charge ... -1
HOMO energy ... -4.132 eV

Element x y z (Å)
O 0.15 1.92 -2.04
C -0.13 0.88 -1.45
C -1.05 0.83 -0.31
H 0.12 -0.06 -2.05
H -0.81 0.17 0.56
H -2.01 0.39 -0.67
H -1.25 1.94 -0.12
O 2.14 -0.85 0.87
C 1.25 -1.50 1.51
O 0.76 -1.28 2.69
H 0.83 -2.44 1.02

The net atomic charges from Löwdin, expressed in e, are: number 1, O, carries -0.02; number 2, C, carries -0.33; number 3, C, carries -0.07; number 4, H, carries 0.13; number 5, H, carries 0.08; number 6, H, carries 0.09; number 7, H, carries 0.10; number 8, O, carries -0.17; number 9, C, carries -0.66; number 10, O, carries -0.22; number 11, H, carries 0.08



Entry ii
Density functional theory data (ωB97M-V with the def2-TZVPD basis set) for a cluster of 2 separate species, C3H5O3 in total.

## Properties
Charge ... -1
HOMO energy ... -4.770 eV

Element x y z (Å)
C -0.15 0.21 -2.13
C 1.03 0.13 -1.62
O 1.24 0.01 -0.31
H -0.24 0.70 -3.12
H -1.05 -0.33 -1.77
H 1.90 0.47 -2.20
H 0.47 -0.38 0.40
O -0.31 -0.87 1.64
C -0.78 -0.25 2.72
O -1.97 -0.18 3.13
H -0.16 0.49 3.25

The net atomic charges from Löwdin, expressed in e, are: number 1, C, carries -0.06; number 2, C, carries -0.39; number 3, O, carries -0.09; number 4, H, carries 0.03; number 5, H, carries 0.06; number 6, H, carries 0.10; number 7, H, carries 0.11; number 8, O, carries -0.19; number 9, C, carries -0.54; number 10, O, carries -0.12; number 11, H, carries 0.09



Decreasing stability: entry i, entry ii